# C4H10OSi2

2 unconnected molecules or ions with the total composition C4H10OSi2 (ωB97M-V/def2-TZVPD, the Open Molecules 2025 dataset).

## Properties
Max |F| in eV/A: 3.41
E_LUMO (alpha / beta) in eV: -0.25 / -1.05
HOMO-LUMO gap (alpha / beta) in eV: 7.38 / 6.22
Electronic energy in eV: -22106.7508
Energy above the lowest of the compared OMol25 structures with the same formula, charge and spin in kJ/mol: 538.5
E_HOMO (alpha / beta) in hartree: -0.2801 / -0.2673

Last column: natural (NBO) charge in e.
Geometry (Å):
C: 2.267 1.296 0.943  -0.388
C: 0.999 1.617 0.617  -0.279
C: -0.138 1.817 1.266  0.667
C: 0.519 1.797 -0.816  -0.607
O: -0.921 2.367 1.924  -0.442
Si: -1.880 -1.838 -0.970  0.307
Si: -1.324 -1.231 1.091  0.324
H: 3.084 0.961 0.161  0.214
H: 2.639 1.382 2.004  0.211
H: 0.816 0.846 -1.334  0.233
H: -0.489 2.139 -0.953  0.233
H: 1.218 2.477 -1.214  0.225
H: -2.407 -0.736 -1.702  -0.139
H: -2.320 -3.293 -1.396  -0.106
H: -0.453 -2.140 -1.260  -0.135
H: -2.224 -0.905 2.173  -0.162
H: -0.353 -2.300 1.484  -0.154